Below is a single C4H7NO molecule at a distorted geometry, with properties calculated with the ωB97M-V functional and the def2-TZVPD basis.

Calculated values
Energy relative to the best compared isomer or geometry (same formula, charge and spin) = 468.6 kJ/mol
Gap between HOMO and LUMO = 0.3720 Ha
2S+1 = 1
Calculated total energy = -7794.78801 eV
SMILES = C1=NOCCC1
HOMO = -9.260 eV

Last column: natural (NBO) charge in e.
Element x y z (Å)
C -0.0802 -1.5667 -0.0912  0.043
N 1.2826 -1.4990 -0.0681  -0.108
O 1.7352 -0.1829 -0.4006  -0.410
C 1.0708 0.8537 0.2741  -0.082
C -0.4881 0.9464 -0.2733  -0.443
C -1.1805 -0.4564 -0.0304  -0.481
H -0.4946 -2.6572 0.2350  0.200
H 1.4788 1.7695 -0.0451  0.188
H 1.2965 0.6762 1.3688  0.181
H -0.4244 1.3953 -1.1861  0.217
H -0.6643 2.0752 0.1819  0.216
H -1.7243 -0.7156 0.9055  0.244
H -1.8074 -0.6384 -0.8705  0.234

Cartesian forces, eV/Å:
C 2.7 -1.8 2.3
N -5.2 0.9 -1.0
O 0.8 -0.8 -0.2
C -2.4 -1.6 -0.1
C 2.4 1.6 5.8
C 2.2 0.5 -0.4
H 1.2 2.6 -1.1
H 1.0 1.0 -0.3
H -1.1 0.5 -0.9
H 0.2 -0.4 -3.4
H -1.2 -3.1 0.3
H 0.3 0.9 -0.5
H -0.9 -0.3 -0.5



Below is a molecular structure, C16H12N5O12PdSbSe4, with properties calculated with the ωB97M-V functional and the def2-TZVPD basis.

Calculated values
Energy relative to the best compared isomer or geometry (same formula, charge and spin) = 0.0 kJ/mol
Gap between HOMO and LUMO = 0.1961 Ha
2S+1 = 1
Calculated total energy = -320206.13039 eV
HOMO = -2.677 eV
Total charge = -2

Last column: natural (NBO) charge in e.
Element x y z (Å)
Pd -1.7230 -1.2525 0.7692  0.819
N -2.3477 -5.4223 2.3097  -0.837
C -2.3634 -4.9475 1.0304  0.695
O -3.2894 -5.1252 0.2615  -0.635
C -1.0897 -4.2663 0.5478  -0.560
C -1.3857 -2.9993 -0.2089  -0.345
H -3.2800 -5.5469 2.6912  0.417
H -1.7741 -4.8714 2.9350  0.401
H -0.6550 -4.9863 -0.1593  0.228
H -0.3535 -4.1044 1.3322  0.227
H -2.2369 -3.1229 -0.8729  0.228
H -0.5104 -2.6267 -0.7431  0.200
O 4.1957 2.4551 0.0305  -0.409
N 3.2914 3.1928 0.3908  0.537
O 3.4156 4.4032 0.5074  -0.414
C 2.0083 2.6054 0.6884  -0.087
C 1.8542 1.2389 0.6297  -0.105
C 0.6070 0.6951 0.8765  -0.054
C -0.5819 1.4744 1.2088  0.442
O -1.6792 0.9451 1.4220  -0.586
C -0.3105 2.9095 1.2502  -0.036
C 0.9239 3.4353 0.9951  -0.118
N -1.3730 3.8776 1.5319  0.518
O -1.0666 5.0690 1.5237  -0.446
O -2.4892 3.4719 1.7364  -0.313
N 0.3992 -0.6680 0.6970  0.095
O 1.3440 -1.3936 0.4846  -0.332
O -0.2090 -0.2258 -1.7981  -0.574
H 2.6797 0.5907 0.3725  0.265
H 1.0567 4.5050 1.0259  0.275
O -1.9225 0.3266 -3.1939  -0.676
C -1.6153 -0.0958 -2.1023  0.984
O -2.3071 -0.4802 -1.1309  -0.738
C 0.6824 0.6791 -2.2472  0.334
C 0.3715 2.0304 -2.3971  -0.235
C 1.3722 2.9395 -2.6974  -0.205
C 2.6883 2.5326 -2.8594  -0.244
C 2.9623 1.1856 -2.7095  0.094
C 1.9932 0.2445 -2.4094  -0.270
N 4.3517 0.7302 -2.8718  0.524
O 5.1729 1.5387 -3.2635  -0.391
O 4.5875 -0.4515 -2.7093  -0.387
H -0.6512 2.3538 -2.2662  0.244
H 1.1226 3.9883 -2.7937  0.218
H 3.4826 3.2286 -3.0775  0.244
H 2.2436 -0.7970 -2.2744  0.262
Se -4.3655 -3.9214 4.7070  -0.806
Sb -3.7082 -1.8188 3.7097  1.048
Se -1.2440 -2.0143 3.0423  -0.455
Se -4.2021 0.2033 4.8675  -0.715
Se -4.0722 -1.7119 1.2113  -0.329

Cartesian forces, eV/Å:
Pd 0.0 0.1 0.6
N -0.1 0.3 0.0
C 0.0 -0.1 -0.2
O 0.0 -0.1 0.0
C -0.1 -0.1 0.0
C 0.1 0.1 0.0
H 0.1 -0.1 0.1
H 0.0 0.0 0.1
H 0.0 0.1 -0.1
H -0.1 -0.1 0.1
H -0.1 0.0 0.0
H 0.0 -0.1 -0.1
O 0.0 0.0 0.1
N 0.2 0.1 0.0
O 0.0 0.0 0.0
C 0.0 -0.2 0.0
C 0.0 0.1 0.1
C 0.1 0.0 0.0
C -0.1 -0.1 0.1
O 0.2 0.0 -0.1
C 0.1 0.1 0.0
C -0.1 -0.1 0.1
N 0.0 0.2 -0.1
O 0.0 -0.1 0.0
O 0.0 0.0 0.0
N -0.4 -0.2 0.0
O 0.0 0.1 0.0
O 0.1 -0.2 -0.2
H 0.0 0.0 0.0
H 0.0 0.0 0.0
O 0.1 0.1 0.0
C 0.0 0.1 0.2
O -0.2 -0.2 -0.2
C -0.1 0.1 0.0
C 0.0 0.0 -0.1
C 0.0 0.0 0.0
C 0.0 -0.1 0.0
C 0.0 0.1 0.2
C 0.0 0.1 0.0
N 0.0 -0.1 -0.7
O 0.0 0.0 0.2
O 0.0 0.0 0.3
H 0.0 0.0 0.0
H 0.0 0.0 0.0
H 0.0 0.0 0.0
H 0.0 0.0 0.0
Se -0.1 0.1 0.0
Sb 0.1 -0.2 0.2
Se 0.0 0.2 -0.3
Se 0.0 0.1 0.0
Se 0.3 0.0 -0.2



Below is a molecular structure, C17H16BrCaCl at a distorted geometry, with properties calculated with the ωB97M-V functional and the def2-TZVPD basis.

Calculated values
Energy relative to the best compared isomer or geometry (same formula, charge and spin) = 0.0 kJ/mol
Gap between HOMO and LUMO = 0.1682 Ha
2S+1 = 1
Calculated total energy = -118892.20325 eV
HOMO = 0.005 eV
Total charge = -2

Last column: natural (NBO) charge in e.
Element x y z (Å)
C -1.3168 -0.9742 -1.7877  -0.288
C -1.7300 -2.0783 -0.9893  -0.432
C -2.6529 -1.5806 -0.0194  -0.547
H -1.5288 -3.1288 -1.2020  0.205
C -2.6758 -0.1599 -0.1317  -0.386
C -1.8936 0.1980 -1.2562  -0.299
H -1.8141 1.1975 -1.6816  0.212
H -0.7235 -1.0273 -2.6989  0.211
H -3.2695 -2.1920 0.6524  0.192
H -3.3319 0.5060 0.4346  0.200
Ca -0.6813 -1.5317 1.5177  1.744
Br 1.4454 -3.1088 1.4518  -0.896
C 2.5984 1.5679 0.0662  -0.369
C 1.6521 2.2780 -0.7279  -0.377
C 1.3900 1.4927 -1.8899  -0.366
H 1.2401 3.2644 -0.5306  0.171
C 2.1934 0.3216 -1.8379  -0.373
C 2.9232 0.3494 -0.6048  -0.371
H 3.5613 -0.4365 -0.2197  0.182
H 2.9772 1.8947 1.0367  0.176
H 0.7548 1.7797 -2.7328  0.166
H 2.2442 -0.4669 -2.5838  0.172
Cl 0.1218 3.2339 4.3740  -0.012
C -0.0118 1.6886 5.0773  -0.101
C 0.1256 1.5383 6.4491  -0.222
C 0.0424 0.2600 7.0314  -0.325
C -0.1426 -0.8599 6.2129  -0.196
C -0.3067 -0.7241 4.8401  -0.269
C -0.3424 0.5713 4.2300  -0.009
C -0.7883 0.6946 2.8753  -0.938
H 0.2862 2.4168 7.0619  0.200
H 0.1354 0.1631 8.1136  0.189
H -0.1723 -1.8522 6.6706  0.190
H -0.4416 -1.6417 4.2431  0.168
H -1.8008 0.2696 2.6595  0.166
H -0.5728 1.6119 2.3334  0.234

Cartesian forces, eV/Å:
C -0.3 -0.2 0.5
C -0.5 0.2 -0.6
C 0.0 -0.1 0.1
H 0.0 0.3 0.1
C -0.5 -0.2 -0.4
C -0.2 -0.3 0.2
H 0.2 -0.3 0.3
H 0.1 0.0 0.5
H 0.2 0.2 -0.2
H 0.3 -0.2 -0.1
Ca 0.8 1.4 -0.9
Br 0.2 -0.6 0.2
C -0.3 -0.2 -0.5
C 0.4 -0.8 -0.4
C 0.7 0.1 0.0
H 0.0 -0.2 0.1
C 0.1 0.5 0.9
C -0.6 0.8 -0.4
H 0.0 0.0 0.0
H -0.1 -0.2 -0.2
H 0.1 -0.1 0.3
H -0.1 0.0 0.1
Cl 0.0 0.9 -0.3
C 0.0 -1.8 0.4
C 0.1 -0.6 -0.3
C 0.0 0.3 0.0
C -0.1 0.1 0.1
C -0.2 0.5 0.7
C -0.6 -0.2 -0.2
C -0.1 -0.6 -0.4
H 0.0 0.0 0.0
H 0.0 -0.1 -0.3
H 0.1 0.2 -0.2
H 0.1 0.5 0.2
H 0.6 0.5 0.4
H -0.3 -0.1 0.1



Below is 2 unconnected molecules or ions with the total composition C5H14NO at a distorted geometry, with properties calculated with the ωB97M-V functional and the def2-TZVPD basis.

Calculated values
Energy relative to the best compared isomer or geometry (same formula, charge and spin) = 126.5 kJ/mol
Gap between HOMO and LUMO = 0.3922 Ha
2S+1 = 1
Calculated total energy = -8942.69662 eV
HOMO = -13.672 eV
Total charge = +1

Last column: natural (NBO) charge in e.
Element x y z (Å)
C 1.0124 0.2823 0.6123  -0.233
C 1.3569 -1.1950 0.3867  -0.415
C 0.1867 -2.0146 -0.1901  -0.486
C -1.9638 -0.8151 0.3093  -0.368
C -1.1494 -1.4049 -0.5558  -0.250
N 0.7205 0.9233 -0.6841  -0.693
H 0.1968 0.3238 1.3188  0.235
H 1.8284 0.7722 1.0846  0.229
H 1.7694 -1.6245 1.2926  0.250
H 2.2084 -1.2643 -0.2908  0.213
H 0.5226 -2.6467 -1.0094  0.237
H -0.0602 -2.7976 0.5162  0.251
H -1.7926 -0.4912 1.3275  0.195
H -2.9863 -0.5460 0.0531  0.216
H -1.5871 -1.6603 -1.5073  0.231
H 1.5171 0.8145 -1.3096  0.430
H 0.5323 1.9321 -0.5436  0.475
H -0.1240 0.4986 -1.0747  0.455
H -0.1406 4.1442 0.0151  0.497
H -1.4864 3.4939 0.2087  0.506
O -0.5612 3.2755 0.0409  -0.977

Cartesian forces, eV/Å:
C 0.4 -1.8 0.6
C 0.0 0.6 -0.6
C 0.0 -1.1 -0.1
C -1.0 0.9 0.1
C 0.0 -0.2 0.8
N 0.1 0.8 0.3
H -0.5 0.5 -0.4
H 0.8 0.6 0.1
H -0.4 0.0 0.4
H 0.0 0.2 -0.3
H 0.2 0.4 -0.4
H -0.1 0.0 0.5
H 0.7 -0.4 0.2
H 0.1 -0.1 -0.5
H 0.2 0.0 -0.3
H -0.1 -0.1 -0.1
H -0.4 -0.2 -0.1
H -0.1 -0.1 -0.2
H 0.1 0.0 0.0
H 0.0 -0.3 0.0
O 0.0 0.4 0.0



Below is 2 unconnected molecules or ions with the total composition C3H5NO2 at a distorted geometry, with properties calculated with the ωB97M-V functional and the def2-TZVPD basis.

Calculated values
Energy relative to the best compared isomer or geometry (same formula, charge and spin) = 552.2 kJ/mol
Gap between HOMO and LUMO = 0.3914 Ha
2S+1 = 1
Calculated total energy = -8771.97131 eV
SMILES = C#CC.O=NO
HOMO = -10.111 eV

Last column: natural (NBO) charge in e.
Element x y z (Å)
C -0.4762 1.9266 -0.3660  -0.247
C -0.6241 0.7358 -0.3118  -0.026
C -0.8348 -0.6765 -0.0135  -0.710
H -0.2567 2.9394 -0.6291  0.241
H 0.2473 -1.1015 0.2272  0.229
H -1.1066 -1.1228 -1.0364  0.247
H -1.6187 -1.0334 0.6976  0.255
O 3.2496 -0.3894 -1.0857  -0.258
N 2.4458 0.1181 -0.4511  0.346
O 2.4186 -0.3288 0.8679  -0.560
H 1.5589 0.0800 1.0995  0.482

Cartesian forces, eV/Å:
C 0.3 0.1 -0.6
C -0.8 0.3 1.4
C 1.8 -1.8 -1.9
H -0.1 -0.1 0.2
H -2.6 0.3 -0.3
H 0.4 0.2 1.5
H 0.8 0.9 -0.3
O 1.8 -1.0 -0.9
N -1.4 1.2 0.1
O -0.7 0.1 0.2
H 0.6 -0.1 0.6



Below is 2 unconnected molecules or ions with the total composition C3H3NO2 at a distorted geometry, with properties calculated with the ωB97M-V functional and the def2-TZVPD basis.

Calculated values
Energy relative to the best compared isomer or geometry (same formula, charge and spin) = 233.8 kJ/mol
Gap between HOMO and LUMO = 0.3788 Ha
2S+1 = 1
Calculated total energy = -8742.70830 eV
HOMO = -10.002 eV

Last column: natural (NBO) charge in e.
Element x y z (Å)
C -0.6873 -1.3032 0.1817  0.038
C 2.5823 -0.2230 0.2950  0.496
C -0.7585 1.1184 -0.1202  0.491
N -0.4296 -0.1623 -0.2978  -0.423
O 2.5103 0.7506 -0.2948  -0.494
O -0.2654 1.8405 0.7295  -0.568
H -0.1323 -2.1075 -0.1850  0.171
H -1.5417 -1.5563 0.6816  0.161
H -1.2778 1.6428 -0.9900  0.128

Cartesian forces, eV/Å:
C 0.7 2.2 -2.2
C -0.1 1.8 -1.1
C 0.1 2.8 -0.5
N 0.5 -1.8 0.3
O 0.3 -1.8 1.1
O -0.5 -0.7 0.1
H 1.2 -1.3 -0.4
H -2.2 -0.2 2.0
H 0.1 -1.1 0.7